(1)
The following is a quantum chemistry calculation of C3H6 in the gas phase, from the Open Molecules 2025 dataset.

Element x y z (Å)
C: -0.153 0.501 0.009
C: -1.279 -0.251 -0.017
C: 1.240 -0.152 0.003
H: -1.177 -1.323 0.063
H: 2.060 0.582 -0.161
H: 1.399 -0.679 0.918
H: -0.267 1.576 0.017
H: 1.382 -0.935 -0.781
H: -2.249 0.192 -0.026

Computed properties:
SMILES	C=CC
charge	0
orbital gap	10.856	eV
E_HOMO	-0.3499	Eh

(2)
The following is a quantum chemistry calculation of C3H6 in the gas phase, from the Open Molecules 2025 dataset.

Element x y z (Å)
C: 0.215 -0.292 0.788
C: 0.571 -0.019 -0.641
C: -0.776 0.298 -0.170
H: 0.703 -0.862 -1.314
H: -1.634 -0.343 -0.384
H: -0.007 -1.271 1.189
H: 0.669 0.386 1.560
H: -1.031 1.362 -0.128
H: 1.237 0.811 -0.789

Computed properties:
SMILES	C1CC1
charge	0
orbital gap	11.965	eV
E_HOMO	-0.3868	Eh

(3)
The following is a quantum chemistry calculation of a molecular structure, C3H6BClO2, from the Open Molecules 2025 dataset.

Element x y z (Å)
Cl: -0.874 -3.044 1.161
O: 0.772 1.943 -0.840
O: -0.684 1.673 1.045
C: -1.103 -1.358 0.583
C: -0.134 -0.796 -0.375
C: 0.592 -1.309 -1.361
B: -0.075 1.272 -0.031
H: 0.639 -2.261 -1.713
H: -0.709 2.545 1.192
H: 1.238 -0.686 -2.023
H: 0.728 2.845 -0.665
H: -2.018 -1.350 0.162
H: -1.238 -0.830 1.482

Computed properties:
charge	0
orbital gap	9.310	eV
E_HOMO	-0.3450	Eh

(4)
The following is a quantum chemistry calculation of C3H6BClO2 in the gas phase, from the Open Molecules 2025 dataset.

Element x y z (Å)
Cl: -2.829 0.209 0.842
O: 0.190 1.105 -1.733
O: 1.025 1.822 0.416
C: 0.642 -1.203 0.961
C: -1.823 -0.911 0.050
C: -0.143 -0.418 0.257
B: 0.373 0.885 -0.371
H: -1.994 -1.722 0.675
H: 0.447 -2.223 1.089
H: 0.731 1.912 -1.830
H: 0.908 2.669 -0.008
H: 1.568 -0.754 1.307
H: -2.160 -1.003 -1.056

Computed properties:
SMILES	C=C(CCl)B(O)O
charge	0
orbital gap	10.158	eV
E_HOMO	-0.3629	Eh

(5)
The following is a quantum chemistry calculation of 2 unconnected molecules or ions with the total composition C3H6BClO2, from the Open Molecules 2025 dataset.

Element x y z (Å)
Cl: 2.469 0.363 -0.013
O: -1.952 0.678 1.162
O: -1.413 0.600 -1.225
C: 0.511 -2.041 0.201
C: 1.131 1.205 0.332
C: -0.417 -1.138 0.254
B: -1.193 0.120 0.144
H: 0.889 1.554 1.291
H: -2.585 1.448 0.820
H: -0.916 -0.003 -1.831
H: 0.357 -3.147 -0.081
H: 1.633 -1.811 0.453
H: 0.498 1.652 -0.537

Computed properties:
multiplicity	3
charge	0
expectation value of S²	2.01
orbital gap (spin up / spin down)	7.886 / 8.931	eV
E_HOMO (spin up / spin down)	-0.2694 / -0.3796	Eh

(6)
The following is a quantum chemistry calculation of C3H6BN in the gas phase, from the Open Molecules 2025 dataset.

Element x y z (Å)
N: 0.299 -0.131 0.427
C: -1.696 1.285 1.185
C: 1.874 -1.378 -1.361
C: -0.540 0.946 0.478
B: 1.339 -0.335 -0.570
H: -2.201 1.161 2.139
H: 0.028 -0.957 0.866
H: -0.541 1.287 -0.479
H: 1.046 -2.061 -1.494
H: -2.354 1.985 0.672
H: 2.746 -1.803 -1.862

Computed properties:
SMILES	C=BNC=C
charge	0
orbital gap	8.413	eV
E_HOMO	-0.3093	Eh

(7)
The following is a quantum chemistry calculation of C3H6Br2O2 in the gas phase, from the Open Molecules 2025 dataset.

Element x y z (Å)
Br: -2.717 0.451 -0.225
Br: -1.178 -2.404 -0.278
O: -0.021 -0.171 1.540
O: -0.169 1.607 0.300
C: -1.100 -0.417 -0.710
C: 1.524 0.020 -0.421
C: 0.102 0.179 0.211
H: 2.090 0.608 0.257
H: -0.731 1.798 1.056
H: 1.434 0.769 -1.289
H: 1.926 -0.952 -0.500
H: -0.216 -1.114 1.790
H: -0.943 -0.373 -1.729

Computed properties:
SMILES	CC(O)(O)C(Br)Br
charge	0
orbital gap	10.543	eV
E_HOMO	-0.3743	Eh

(8)
The following is a quantum chemistry calculation of 2 unconnected molecules or ions with the total composition C3H6Br3OP, from the Open Molecules 2025 dataset.

Element x y z (Å)
Br: 1.318 2.601 0.806
Br: 3.238 -0.148 0.180
Br: 0.251 -2.301 -0.985
P: 1.528 1.054 -0.752
O: 1.907 1.655 -2.043
C: -0.356 -0.794 1.375
C: -0.542 -0.823 -0.124
C: -1.494 0.041 -0.806
H: -1.234 1.175 -0.745
H: -1.559 -0.146 -1.876
H: -2.401 0.104 -0.255
H: -0.952 0.053 1.817
H: 0.828 -0.631 1.599
H: -0.531 -1.838 1.808

Computed properties:
charge	0
orbital gap (spin up / spin down)	5.951 / 6.986	eV
E_HOMO (spin up / spin down)	-0.3050 / -0.3170	Eh

E_tot across the listed records, respectively: -3207.3387 -3207.1700 -20502.0506 -20503.0118 -20499.3196 -5371.4211 -147387.4110 -224671.3977 eV.
Largest force on an atom across the listed records, respectively: 0.04358 0.03922 0.12088 0.09389 0.08888 0.09659 0.08327 0.05482 Eh/bohr.
ΔE to the lowest compared entry with this formula, charge and spin across the listed records, respectively: 0.1202 0.2888 2.2842 1.3230 0.0000 2.7586 1.0669 2.3321 eV.